Formula: C2H2Cl3NS
Source: OMol25
Level of theory: ωB97M-V with the def2-TZVPD basis set

Output
* E_LUMO: 0.1 eV
* energy above the lowest of the compared OMol25 structures with the same formula, charge and spin: 51.6 kcal/mol
* gap between HOMO and LUMO: 9.0 eV
* HOMO level: -0.327 Eh
* E_tot: -1910.82641 Eh

Each atom is followed by the atoms it is bonded to, with distances in Å.
Element x y z (Å)
1 C -2.5650 -0.2963 -0.8436  N2 1.172, H4 1.022
2 N -2.3765 0.6703 -0.2088  C1 1.172, S3 1.534
3 S -2.0970 1.9709 0.5549  N2 1.534
4 H -2.2664 -0.9120 -1.6025  C1 1.022
5 Cl 3.4201 -0.5816 -0.2338  C6 1.820
6 C 1.7055 -0.3419 0.3282  Cl5 1.820, Cl7 1.641, Cl8 1.802, H9 1.080
7 Cl 1.5274 -1.2817 1.6614  C6 1.641
8 Cl 1.6255 1.3930 0.8075  C6 1.802
9 H 1.0262 -0.6207 -0.4633  C6 1.080

natural (NBO) population analysis, charges in e, atoms 1 to 4: 0.076 -0.404 0.100 0.229